ORCA calculation (ωB97M-V with the def2-TZVPD basis set) on a structure of composition C4H13N3 in a non-equilibrium geometry.

Atoms and positions in Å:
N1 1.38 0.74 0.87
H1 -1.50 -2.51 -0.63
C1 -1.05 -0.45 -0.26
H2 2.14 0.13 1.17
N2 -1.07 -0.24 1.06
C2 1.32 0.86 -0.51
H3 0.07 0.34 -0.73
H4 -1.83 0.03 -0.88
H5 -2.89 0.76 1.41
H6 1.17 1.88 -0.86
H7 0.43 0.25 1.23
H8 -1.58 1.13 2.54
H9 2.85 0.69 -1.89
H10 -1.58 1.85 0.93
N3 2.20 0.14 -1.35
H11 -0.34 -1.81 -1.78
H12 0.16 -2.21 -0.13
C3 -1.81 0.93 1.49
H13 2.61 -0.69 -0.95
C4 -0.66 -1.83 -0.73

Charge ... 0
E_LUMO ... 1.079 eV

Atom charges from the natural (NBO) analysis, given in e for atoms 1 to 4: -0.852, 0.227, -0.003, 0.358

ORCA calculation (ωB97M-V with the def2-TZVPD basis set) on a cluster of 2 separate species, C4H13N3 in total in a non-equilibrium geometry.

Atoms and positions in Å:
H1 3.68 -1.47 0.80
H2 -2.58 -0.70 1.40
N1 -0.12 0.94 -1.00
C1 -0.57 0.12 1.15
C2 -1.02 0.86 -0.08
H3 -1.47 -1.51 2.31
H4 3.20 0.07 0.06
N2 2.98 -0.95 0.29
H5 -1.50 -1.86 0.60
H6 -1.90 1.43 -0.33
H7 1.59 -2.35 0.23
C3 1.86 -1.32 -0.09
H8 0.05 1.36 -3.06
H9 -1.41 2.01 -2.44
H10 0.47 -0.12 1.12
C4 -1.58 -1.04 1.38
H11 -0.71 0.69 2.09
H12 1.19 -0.71 -0.71
N3 -0.39 1.73 -2.19
H13 -0.04 2.72 -2.10

Charge ... +2
E_LUMO ... -8.150 eV

Atom charges from the natural (NBO) analysis, given in e for atoms 1 to 4: 0.466, 0.244, -0.334, -0.470

ORCA calculation (ωB97M-V with the def2-TZVPD basis set) on the ion C4H13N3 with charge +2 in a non-equilibrium geometry.

Atoms and positions in Å:
H1 0.97 1.00 1.68
H2 0.55 2.03 -0.92
C1 -0.35 1.73 -0.53
H3 -1.16 2.11 -1.20
H4 1.78 -1.88 -0.97
H5 -3.27 -1.46 0.50
C2 -1.84 -0.07 0.15
H6 -0.54 2.35 0.40
H7 2.22 -0.25 -1.19
H8 0.77 -0.94 -1.94
H9 2.31 0.69 0.62
H10 1.97 -0.50 1.76
H11 -1.77 -2.01 0.90
H12 0.21 -1.34 0.55
N1 -0.61 0.37 -0.11
H13 -2.50 0.61 -0.36
C3 1.38 -0.89 -1.08
N2 -2.24 -1.26 0.43
N3 0.60 -0.48 0.16
C4 1.51 0.19 1.14

Charge ... +2
E_LUMO ... -8.486 eV
SMILES ... C/[N+](=C/N)[NH+](C)C

Atom charges from the natural (NBO) analysis, given in e for atoms 1 to 4: 0.259, 0.273, -0.480, 0.278

ORCA calculation (ωB97M-V with the def2-TZVPD basis set) on an isolated molecule of C4H13N3O in a non-equilibrium geometry.

Atoms and positions in Å:
N1 0.84 1.76 0.32
H1 2.22 0.58 -0.23
H2 -1.93 -0.92 1.29
N2 -1.11 -1.49 0.85
O1 -2.10 0.76 -0.69
H3 -0.65 -1.84 1.68
H4 -0.32 0.11 -1.94
C1 -0.07 0.90 0.99
C2 1.06 -1.05 -0.12
H5 0.93 2.63 0.87
H6 -2.59 1.41 -1.42
H7 2.80 -0.84 -1.13
H8 -1.08 1.37 1.29
C3 -0.31 -0.48 0.12
H9 0.87 -2.01 -0.46
H10 0.27 0.53 1.97
H11 -1.62 -1.31 -1.45
N3 1.99 -0.30 -0.89
H12 0.64 1.81 -0.86
C4 -1.12 -0.29 -1.15
H13 1.29 -1.31 0.95

Charge ... 0
E_LUMO ... 0.772 eV
SMILES ... NCC(N)(CN)CO

Atom charges from the natural (NBO) analysis, given in e for atoms 1 to 4: -0.896, 0.411, 0.366, -0.842

ORCA calculation (ωB97M-V with the def2-TZVPD basis set) on a cluster of 2 separate species, C4H13N3O in total in a non-equilibrium geometry.

Atoms and positions in Å:
C1 0.06 0.60 -1.11
H1 -0.50 -0.28 -1.49
H2 -2.44 -2.25 1.00
H3 1.98 -2.14 0.57
H4 0.99 -1.87 1.61
C2 1.49 0.25 -0.68
H5 -0.60 2.29 0.04
H6 0.06 1.15 -2.07
C3 -2.59 -0.21 0.53
H7 -3.68 -0.21 0.69
H8 2.04 -0.60 -1.04
N1 -1.99 -1.40 0.76
H9 3.14 1.45 -0.20
C4 -0.82 1.19 0.01
H10 -1.05 -1.48 0.37
O1 1.09 -2.45 0.84
N2 -2.23 0.96 0.13
H11 1.76 2.26 -0.62
H12 -0.35 1.06 1.03
N3 2.33 1.45 -0.81
H13 1.32 0.21 0.43

Charge ... 0
E_LUMO ... 0.597 eV
SMILES ... N/C=N\CCCN.O

Atom charges from the natural (NBO) analysis, given in e for atoms 1 to 4: -0.451, 0.214, 0.407, 0.471

ORCA calculation (ωB97M-V with the def2-TZVPD basis set) on a cluster of 2 separate species, C4H13N3O2 in total in a non-equilibrium geometry.

Atoms and positions in Å:
H1 -1.89 0.55 1.83
H2 2.60 -0.85 -2.17
N1 2.42 0.41 1.23
N2 1.76 -0.28 -2.14
O1 -2.72 1.36 -0.55
O2 1.80 0.46 -0.92
C1 -1.06 0.89 1.21
N3 1.46 -1.51 0.19
H3 -2.43 -1.27 -0.06
C2 -1.52 0.67 -0.31
H4 -1.84 -0.95 -1.70
H5 2.28 0.09 2.17
C3 1.80 -0.29 0.22
H6 -0.91 1.95 1.37
H7 -3.42 0.93 -0.04
C4 -1.63 -0.81 -0.64
H8 -0.78 1.15 -0.96
H9 1.53 -1.99 1.08
H10 2.48 1.40 1.11
H11 0.96 -0.91 -2.07
H12 -0.22 0.30 1.55
H13 -0.68 -1.31 -0.41

Charge ... 0
E_LUMO ... 0.733 eV
SMILES ... [H]/N=C(\N)ON.CC(C)O

Atom charges from the natural (NBO) analysis, given in e for atoms 1 to 4: 0.194, 0.343, -0.830, -0.484

ORCA calculation (ωB97M-V with the def2-TZVPD basis set) on a cluster of 2 separate species, C4H13N3OS in total in a non-equilibrium geometry.

Atoms and positions in Å:
H1 2.30 1.32 0.59
N1 -1.24 -0.68 -1.52
C1 0.42 0.41 1.23
H2 -4.14 1.42 0.53
O1 2.35 -0.68 0.35
C2 1.61 0.50 0.30
H3 -1.75 0.08 -2.10
H4 -0.01 1.50 1.35
C3 -3.08 1.50 0.10
N2 -0.50 -0.59 1.03
C4 3.46 -0.68 -0.54
S1 -1.69 -0.62 0.12
H5 0.95 0.41 2.22
H6 -1.48 -1.54 -1.81
H7 -3.00 1.65 -0.91
H8 -1.89 -2.49 1.06
N3 -2.38 -2.00 0.21
H9 4.23 -1.32 -0.06
H10 3.08 -0.88 -1.60
H11 -2.42 1.85 0.76
H12 1.24 0.48 -0.82
H13 3.93 0.38 -0.48

Charge ... 0
2S+1 ... 3
Expectation value of S² ... 2.014
E_LUMO (alpha / beta) ... 0.842 / -2.262 eV

Atom charges from the natural (NBO) analysis, given in e for atoms 1 to 4: 0.172, -1.002, -0.248, 0.185

ORCA calculation (ωB97M-V with the def2-TZVPD basis set) on an isolated molecule of C4H13N3S in a non-equilibrium geometry.

Atoms and positions in Å:
H1 -2.02 -0.03 -0.86
H2 -0.83 -0.91 -0.06
H3 1.22 -0.73 0.23
N1 0.22 -1.35 2.74
S1 -0.54 -1.17 -2.35
N2 1.37 -0.05 0.97
H4 2.23 -1.14 2.49
C1 -0.94 -0.19 -0.88
C2 0.56 1.12 0.68
C3 -0.16 1.12 -0.64
H5 -1.58 2.23 -1.56
H6 0.35 -2.27 2.37
H7 0.65 -0.70 -2.74
H8 -0.07 1.49 1.51
N3 -1.02 2.31 -0.73
H9 -1.73 2.33 0.00
H10 1.21 2.01 0.68
H11 -0.67 -0.96 2.50
H12 1.40 0.38 2.92
C4 1.35 -0.51 2.35
H13 0.50 1.28 -1.45

Charge ... 0
E_LUMO ... 0.872 eV
SMILES ... NCNC[C@H](N)CS

Atom charges from the natural (NBO) analysis, given in e for atoms 1 to 4: 0.226, 0.212, 0.361, -0.851

ORCA calculation (ωB97M-V with the def2-TZVPD basis set) on the ion C4H13N4 with charge +1 in a non-equilibrium geometry.

Atoms and positions in Å:
N1 0.14 -0.05 -0.14
H1 -0.89 -2.14 1.26
C1 -1.54 -2.02 0.33
H2 2.18 1.72 0.03
C2 1.48 -0.45 0.13
H3 -0.01 -1.62 -1.22
C3 -0.86 1.97 -0.87
H4 -1.28 -0.87 -1.41
H5 -0.92 2.95 -0.49
H6 -0.04 1.81 -1.51
N2 -0.72 1.04 0.23
H7 -1.88 1.65 -1.19
H8 -2.37 -1.41 0.64
H9 1.53 -2.45 -0.17
H10 3.36 0.47 0.15
C4 2.39 0.74 0.54
N3 2.09 -1.59 0.10
H11 -0.42 1.36 1.14
H12 2.47 0.75 1.62
N4 -0.63 -1.14 -0.66
H13 -1.88 -2.96 -0.10

Charge ... +1
E_LUMO ... -3.361 eV
SMILES ... [H]/N=C(/C)N(NC)[NH2+]C

Atom charges from the natural (NBO) analysis, given in e for atoms 1 to 4: -0.169, 0.246, -0.428, 0.229

ORCA calculation (ωB97M-V with the def2-TZVPD basis set) on a cluster of 2 separate species, C4H13N4O in total in a non-equilibrium geometry.

Atoms and positions in Å:
H1 -0.81 3.51 -1.98
H2 -2.25 -1.92 0.92
H3 2.18 -0.59 0.47
H4 -0.30 -4.02 0.66
C1 0.72 -2.12 0.36
H5 2.90 -2.19 -0.13
H6 -2.29 -0.55 -0.17
H7 0.20 2.71 1.64
H8 1.41 -3.88 0.98
H9 0.19 -0.26 -0.34
H10 -1.10 3.51 0.91
H11 -0.22 2.05 -2.44
O1 0.49 1.15 -0.41
C2 0.07 2.31 -0.42
C3 -0.03 3.23 0.78
N1 0.58 -3.39 0.62
C4 -1.73 -1.48 0.08
H12 0.43 4.21 0.54
N2 2.03 -1.62 0.29
N3 -0.26 -1.20 0.11
N4 -0.31 2.72 -1.71
H13 -1.90 -2.18 -0.76

Charge ... +1
E_LUMO ... -2.498 eV

Atom charges from the natural (NBO) analysis, given in e for atoms 1 to 4: 0.401, 0.225, 0.440, 0.449

ORCA calculation (ωB97M-V with the def2-TZVPD basis set) on a cluster of 2 separate species, C4H13N4O in total in a non-equilibrium geometry.

Atoms and positions in Å:
H1 0.66 4.31 -2.28
N1 0.18 -2.20 1.80
H2 1.05 -3.88 2.57
H3 -0.60 3.39 0.38
H4 -0.06 -1.63 2.60
H5 -1.75 2.42 -0.43
C1 0.16 -3.67 1.98
H6 1.36 2.95 -3.05
N2 -0.32 -2.04 -0.52
H7 -1.37 4.05 -1.00
H8 -0.50 -3.03 -0.61
C2 0.05 2.50 -1.55
H9 0.44 0.27 -0.26
H10 0.26 -4.14 1.01
N3 0.48 -0.25 0.64
H11 -0.37 -1.46 -1.34
H12 0.85 0.15 1.48
H13 -0.79 -3.98 2.41
C3 0.06 -1.52 0.64
O1 0.31 1.29 -1.55
C4 -0.93 3.13 -0.62
N4 0.84 3.32 -2.27

Charge ... +1
E_LUMO ... -2.504 eV

Atom charges from the natural (NBO) analysis, given in e for atoms 1 to 4: 0.404, -0.586, 0.237, 0.256

ORCA calculation (ωB97M-V with the def2-TZVPD basis set) on a cluster of 2 separate species, C4H13N4O in total in a non-equilibrium geometry.

Atoms and positions in Å:
N1 0.63 -0.91 2.86
H1 -1.50 0.40 -4.21
C1 -0.72 -0.13 -3.65
H2 0.16 -0.04 -0.21
H3 -0.90 -1.65 4.17
H4 -0.28 0.03 4.47
H5 -1.25 -0.63 -2.86
H6 1.52 2.30 -3.25
C2 -0.04 -0.99 4.16
N2 0.60 -0.50 0.58
H7 -1.40 0.89 1.14
H8 -1.53 0.51 2.75
C3 0.09 -0.32 1.79
H9 0.64 -1.42 4.90
O1 0.46 0.77 -1.78
H10 0.82 1.78 -4.74
H11 1.58 -0.68 0.48
H12 -0.27 -0.74 -4.43
C4 0.25 0.79 -3.00
N3 0.88 1.72 -3.74
N4 -0.92 0.53 1.95
H13 1.19 -1.71 2.63

Charge ... +1
E_LUMO ... -2.542 eV

Atom charges from the natural (NBO) analysis, given in e for atoms 1 to 4: -0.552, 0.248, -0.726, 0.453

ORCA calculation (ωB97M-V with the def2-TZVPD basis set) on a cluster of 2 separate species, C4H13N4O in total in a non-equilibrium geometry.

Atoms and positions in Å:
H1 0.81 0.96 0.94
C1 -2.67 0.91 0.00
H2 3.51 -2.67 0.38
C2 -2.55 2.37 0.34
H3 -3.49 2.91 0.41
N1 1.66 -1.19 -1.30
H4 -3.90 -0.63 -0.24
H5 4.50 -1.59 1.28
N2 -3.86 0.30 0.13
H6 0.98 -1.91 -1.44
H7 -4.65 0.76 0.55
N3 0.81 0.35 0.13
H8 4.39 -1.38 -0.44
C3 1.75 -0.51 -0.11
H9 -2.09 2.44 1.32
H10 -1.97 2.90 -0.41
H11 2.84 -0.13 1.52
N4 2.62 -0.86 0.86
C4 3.82 -1.63 0.45
H12 2.55 -1.34 -1.76
O1 -1.73 0.33 -0.55
H13 0.01 0.44 -0.53

Charge ... +1
E_LUMO ... -2.780 eV

Atom charges from the natural (NBO) analysis, given in e for atoms 1 to 4: 0.411, 0.693, 0.225, -0.719

ORCA calculation (ωB97M-V with the def2-TZVPD basis set) on a cluster of 3 separate species, C4H13N5O2 in total in a non-equilibrium geometry.

Atoms and positions in Å:
O1 -4.73 1.36 1.11
H1 -0.56 -2.47 1.21
N1 -0.25 -1.54 1.09
H2 1.55 -1.29 -4.56
C1 -1.33 1.23 0.79
N2 -0.53 1.25 1.88
O2 1.66 0.19 1.94
H3 -4.17 -0.45 0.72
N3 0.58 -1.20 -1.20
H4 2.55 -1.69 -3.37
H5 1.97 -0.11 -3.55
N4 -2.49 0.82 0.72
H6 0.28 -1.24 1.88
H7 1.32 2.09 1.13
H8 -0.89 1.12 2.82
C2 0.24 -1.32 -0.11
H9 0.96 -1.26 -2.80
H10 0.99 1.89 2.98
N5 1.79 -1.11 -3.61
C3 1.00 1.40 1.98
H11 -4.68 2.37 1.27
H12 1.67 -0.19 2.90
C4 -3.72 0.64 0.85
H13 -0.87 1.47 -0.16

Charge ... +2
E_LUMO ... -5.952 eV

Atom charges from the natural (NBO) analysis, given in e for atoms 1 to 4: -0.587, 0.431, -0.841, 0.441

ORCA calculation (ωB97M-V with the def2-TZVPD basis set) on a cluster of 2 separate species, C4H13NO in total in a non-equilibrium geometry.

Atoms and positions in Å:
H1 -1.46 3.32 -0.14
H2 -0.83 1.28 1.97
N1 -0.97 2.27 1.60
H3 0.18 -0.04 1.00
O1 5.84 -4.09 -1.23
C1 -0.63 1.29 -0.69
H4 5.08 -4.31 -1.87
C2 -1.63 -0.99 0.19
H5 -2.43 -0.88 -0.74
H6 5.54 -3.87 -0.38
H7 0.56 -0.61 -0.71
H8 -2.56 1.88 0.31
C3 -1.54 2.27 0.22
H9 0.31 1.80 -0.91
H10 -1.38 1.03 -1.44
H11 -2.32 -0.75 0.98
H12 -0.09 2.57 1.45
C4 -0.28 -0.16 -0.04
H13 -1.38 -2.03 0.42

Charge ... 0
E_LUMO ... 0.724 eV
SMILES ... CCCCN.O

Atom charges from the natural (NBO) analysis, given in e for atoms 1 to 4: 0.199, 0.342, -0.817, 0.190

ORCA calculation (ωB97M-V with the def2-TZVPD basis set) on a cluster of 2 separate species, C4H13NO in total in a non-equilibrium geometry.

Atoms and positions in Å:
H1 1.44 -2.74 1.59
H2 -2.81 1.23 0.51
C1 -1.73 0.94 0.80
O1 1.59 -1.83 2.02
C2 -0.87 0.32 -0.24
H3 -1.63 -1.30 -0.85
H4 2.11 -0.36 -1.69
H5 -1.29 1.83 1.22
H6 1.16 0.15 0.55
H7 0.59 1.87 -0.10
N1 -0.80 -1.10 -0.34
H8 -1.31 0.78 -1.26
H9 2.02 1.38 -1.78
H10 1.60 -1.12 1.38
C3 0.58 0.74 -0.23
H11 -1.76 0.20 1.63
H12 -0.88 -1.62 0.56
H13 0.60 0.15 -2.24
C4 1.41 0.48 -1.54

Charge ... 0
E_LUMO ... 1.026 eV
SMILES ... CC[C@H](C)N.O

Atom charges from the natural (NBO) analysis, given in e for atoms 1 to 4: 0.482, 0.218, -0.629, -0.954

ORCA calculation (ωB97M-V with the def2-TZVPD basis set) on a cluster of 2 separate species, C4H13NO in total in a non-equilibrium geometry.

Atoms and positions in Å:
C1 1.56 -1.79 0.02
H1 0.58 1.97 1.49
C2 0.81 -0.70 0.76
H2 0.32 2.64 -0.13
H3 2.44 -1.35 -0.46
H4 1.00 -2.28 -0.76
C3 0.61 0.52 -0.13
H5 -0.15 -1.04 1.15
H6 -3.46 0.61 -0.01
H7 -0.97 1.73 0.77
H8 2.01 -2.53 0.70
H9 1.61 0.80 -0.48
H10 -1.17 0.32 -1.10
C4 0.09 1.82 0.53
H11 0.06 0.52 -2.20
N1 -0.20 0.16 -1.29
H12 1.33 -0.37 1.66
O1 -3.27 -0.30 0.16
H13 -3.18 -0.74 -0.70

Charge ... 0
E_LUMO ... 0.849 eV
SMILES ... CC[C@H](C)N.O

Atom charges from the natural (NBO) analysis, given in e for atoms 1 to 4: -0.606, 0.206, -0.405, 0.208

ORCA calculation (ωB97M-V with the def2-TZVPD basis set) on a cluster of 2 separate species, C4H13NO in total.

Atoms and positions in Å:
H1 -0.53 -2.00 -0.08
H2 0.06 0.45 0.37
O1 1.46 -1.40 0.12
H3 0.68 -3.32 -0.10
H4 0.35 2.16 -1.22
C1 -1.64 1.11 1.28
H5 0.75 -0.81 -1.76
C2 -0.37 2.29 -0.39
C3 1.66 -1.20 -1.27
H6 0.11 2.92 0.38
N1 -0.78 0.98 0.11
H7 -1.26 2.82 -0.77
H8 1.96 -2.13 -1.77
H9 -1.19 1.71 2.09
H10 2.46 -0.46 -1.39
H11 -1.87 0.10 1.67
H12 -2.58 1.58 0.96
C4 0.43 -2.34 0.34
H13 0.31 -2.46 1.43

Charge ... 0
E_LUMO ... 1.033 eV
SMILES ... CNC.COC

Atom charges from the natural (NBO) analysis, given in e for atoms 1 to 4: 0.177, 0.364, -0.548, 0.168

ORCA calculation (ωB97M-V with the def2-TZVPD basis set) on a cluster of 3 separate species, C4H13NO2 in total in a non-equilibrium geometry.

Atoms and positions in Å:
H1 1.53 1.18 -2.57
H2 0.17 -1.59 -0.05
H3 1.24 -0.92 1.17
H4 -2.56 0.19 -2.16
H5 -1.42 -2.16 1.61
H6 0.64 -0.51 -2.14
H7 -0.59 -1.34 2.95
H8 3.24 1.19 -0.53
H9 -3.72 1.00 -1.47
C1 0.45 -0.70 0.43
O1 4.14 1.51 -0.66
O2 -3.24 0.86 -2.35
H10 -2.22 -0.92 2.57
C2 1.05 0.43 -1.77
C3 -0.80 -0.10 1.10
H11 4.22 1.74 0.33
C4 -1.26 -1.22 2.12
H12 -0.35 0.82 1.47
N1 1.05 0.47 -0.39
H13 -1.58 0.07 0.34

Charge ... -1
2S+1 ... 2
Expectation value of S² ... 0.754
E_LUMO (alpha / beta) ... 3.664 / 3.566 eV

Atom charges from the natural (NBO) analysis, given in e for atoms 1 to 4: 0.167, 0.145, 0.164, 0.462

ORCA calculation (ωB97M-V with the def2-TZVPD basis set) on a cluster of 2 separate species, C4H13NO2 in total in a non-equilibrium geometry.

Atoms and positions in Å:
H1 -2.46 1.23 -0.75
O1 0.42 -1.95 0.18
H2 1.93 -0.39 -1.25
O2 -2.02 -0.70 2.18
H3 -0.84 -0.41 -0.95
H4 -1.52 -0.47 1.39
H5 0.77 1.97 -0.54
H6 -1.46 -1.28 2.70
C1 1.51 -1.15 0.65
H7 -2.10 1.33 -2.42
H8 0.77 -2.84 0.18
H9 1.29 -0.73 1.64
H10 2.45 -1.71 0.69
C2 0.46 0.94 -0.33
H11 -1.33 2.47 -1.26
C3 -1.62 1.44 -1.44
H12 2.50 0.64 0.20
N1 -0.54 0.49 -1.28
C4 1.71 0.06 -0.29
H13 0.07 1.05 0.70

Charge ... 0
E_LUMO ... 0.640 eV
SMILES ... CNCCCO.O

Atom charges from the natural (NBO) analysis, given in e for atoms 1 to 4: 0.172, -0.746, 0.220, -0.940

The records above give, respectively, E_tot values of -324.371896 -323.744572 -323.740795 -399.599048 -399.655605 -474.893230 -797.579586 -722.619260 -378.848602 -454.261471 -454.307976 -454.313759 -454.287318 -583.834032 -290.122917 -290.136747 -290.184512 -290.146389 -365.330145 -365.402447 a.u..
The records above give, respectively, energy above the lowest of the compared OMol25 structures with the same formula, charge and spin values of 64.7 93.1 95.5 93.0 57.5 52.5 12.3 31.1 117.4 41.6 12.4 8.8 25.4 0.0 46.4 37.8 7.8 31.7 38.2 25.1 kcal per mole.